# 1
{
  "formula": "C4H10N2O",
  "method": "wB97M-V/def2-TZVPD",
  "e_lumo_ev": 0.94,
  "e_homo_ha": -0.3207,
  "orbital_gap_ev": 9.7,
  "energy_ha": -343.0385,
  "smiles": "CN(C)C(=O)CN",
  "species": ["C", "N", "C", "C", "O", "C", "N", "H", "H", "H", "H", "H", "H", "H", "H", "H", "H"],
  "xyz": [[-1.61314, 1.24609, 0.70000], [-0.39103, 0.63353, 0.40162], [0.12106, 1.20768, -0.93659], [-0.57676, -0.84466, 0.07242], [-1.61903, -1.43006, 0.11482], [0.74644, -1.34098, -0.31067], [2.02098, -1.38342, 0.71089], [-1.31305, 2.23993, 1.00856], [-2.18914, 1.37869, -0.32643], [-2.25682, 0.85425, 1.46066], [-0.38610, 0.72372, -1.77577], [1.20810, 1.03508, -1.03549], [0.04780, 2.22279, -0.92573], [0.48154, -2.36424, -0.38879], [1.00825, -0.86331, -1.25347], [2.97336, -1.15989, 1.01817], [1.73754, -2.15519, 1.46580]],
  "nbo_charge": [-0.415, -0.462, -0.425, 0.681, -0.533, -0.281, -0.966, 0.195, 0.156, 0.224, 0.185, 0.206, 0.207, 0.217, 0.231, 0.425, 0.355]
}

***

# 2
{
  "formula": "C4H10N2O",
  "method": "wB97M-V/def2-TZVPD",
  "e_lumo_ev": 0.95,
  "e_homo_ha": -0.3210,
  "orbital_gap_ev": 9.7,
  "energy_ha": -343.0217,
  "smiles": "[H]/N=C\\N(C)CCO",
  "species": ["H", "N", "C", "N", "C", "C", "C", "O", "H", "H", "H", "H", "H", "H", "H", "H", "H"],
  "xyz": [[-2.46704, 1.25846, 0.55040], [-2.87411, 0.52309, -0.03413], [-2.14668, -0.34266, -0.48362], [-0.40664, -0.52982, -0.07763], [-0.32839, -0.65020, 1.35645], [0.29884, 0.61215, -0.64256], [1.73283, 0.25267, -1.04225], [2.59722, 0.12668, 0.07336], [-1.74682, -1.33587, -0.74119], [-0.76960, 0.22069, 1.88569], [-0.87158, -1.53794, 1.68484], [0.70053, -0.77076, 1.70526], [0.31234, 1.47626, 0.03872], [-0.21866, 0.95050, -1.55146], [1.73138, -0.66487, -1.64480], [2.15777, 1.05257, -1.65268], [2.29863, -0.64094, 0.57559]],
  "nbo_charge": [0.376, -0.613, 0.255, -0.566, -0.423, -0.268, -0.065, -0.714, 0.299, 0.158, 0.200, 0.187, 0.174, 0.196, 0.166, 0.177, 0.460]
}

***

# 3
{
  "formula": "C4H10N2O",
  "method": "wB97M-V/def2-TZVPD",
  "e_lumo_ev": 1.08,
  "e_homo_ha": -0.3498,
  "orbital_gap_ev": 10.6,
  "energy_ha": -343.0340,
  "smiles": "[H]/N=N\\OC.C=CC",
  "species": ["H", "N", "N", "O", "C", "H", "H", "H", "C", "C", "C", "H", "H", "H", "H", "H", "H"],
  "xyz": [[1.62132, 0.82772, 1.63075], [1.03093, 1.54169, 1.13265], [-0.12174, 1.26793, 1.15632], [-0.32396, -0.00542, 1.90455], [-1.65883, -0.41818, 2.07954], [-1.80702, -1.38493, 1.59132], [-1.86493, -0.51890, 3.14833], [-2.34478, 0.31194, 1.64356], [-0.70594, 0.22815, -1.70283], [0.59491, 0.24274, -1.93371], [1.57735, -0.70201, -1.32393], [-1.15074, -0.48343, -1.02452], [-1.37469, 0.94625, -2.14818], [1.01034, 0.96143, -2.62869], [2.37756, -0.14614, -0.83211], [1.09788, -1.35311, -0.59544], [2.04235, -1.31575, -2.09763]],
  "nbo_charge": [0.331, -0.323, 0.180, -0.477, -0.265, 0.179, 0.184, 0.194, -0.403, -0.165, -0.652, 0.183, 0.199, 0.193, 0.212, 0.211, 0.220]
}

***

# 4
{
  "formula": "C4H10N2O",
  "method": "wB97M-V/def2-TZVPD",
  "e_lumo_ev": 0.74,
  "e_homo_ha": -0.3305,
  "orbital_gap_ev": 9.7,
  "energy_ha": -343.0857,
  "smiles": "[H]/N=C(/C)NCCO",
  "species": ["H", "N", "C", "C", "N", "C", "C", "O", "H", "H", "H", "H", "H", "H", "H", "H", "H"],
  "xyz": [[1.11239, -0.33578, 1.76027], [1.97460, -0.48611, 0.98511], [1.58163, -0.18251, -0.13895], [2.30521, -0.07598, -1.42997], [0.04959, 0.33141, -0.34803], [-0.77154, 0.51060, 0.75703], [-2.08639, -0.26128, 0.81074], [-3.06251, 0.28706, -0.05779], [2.23772, 0.94103, -1.81548], [1.84892, -0.74162, -2.16169], [3.34934, -0.33523, -1.27740], [-0.36333, 0.02579, -1.21985], [-0.91819, 1.57120, 0.98420], [-0.09246, 0.05096, 1.72774], [-2.51887, -0.18483, 1.80916], [-1.90052, -1.31944, 0.58021], [-2.74560, 0.20475, -0.96531]],
  "nbo_charge": [0.326, -0.620, 0.465, -0.680, -0.725, -0.180, -0.081, -0.710, 0.242, 0.227, 0.241, 0.371, 0.194, 0.125, 0.187, 0.162, 0.457]
}

***

# 5
{
  "formula": "C4H10N2O",
  "method": "wB97M-V/def2-TZVPD",
  "e_lumo_ev": 0.96,
  "e_homo_ha": -0.3165,
  "orbital_gap_ev": 9.6,
  "energy_ha": -343.0897,
  "smiles": "NCNCCC=O",
  "species": ["N", "C", "N", "C", "C", "C", "O", "H", "H", "H", "H", "H", "H", "H", "H", "H", "H"],
  "xyz": [[-1.95520, -0.62163, -1.16581], [-1.78068, 0.47874, -0.24910], [-0.33051, 0.92071, -0.21180], [0.26643, 0.52740, 1.05039], [1.76079, 0.31387, 0.68166], [1.87769, -0.73872, -0.43015], [1.02203, -1.42265, -0.97782], [-1.28457, -1.42922, -1.20361], [-2.88966, -0.99301, -0.94421], [-2.29342, 1.33910, -0.58905], [-2.22415, 0.09545, 0.62765], [0.21591, 0.51084, -0.97476], [-0.02586, -0.38438, 1.46927], [0.17234, 1.20578, 1.87067], [2.32219, -0.18975, 1.53666], [2.23337, 1.27670, 0.41498], [2.91329, -0.88922, -0.90496]],
  "nbo_charge": [-0.878, -0.038, -0.636, -0.213, -0.522, 0.433, -0.550, 0.394, 0.348, 0.172, 0.159, 0.374, 0.167, 0.190, 0.239, 0.245, 0.117]
}

***

# 6
{
  "formula": "C4H10N2O",
  "method": "wB97M-V/def2-TZVPD",
  "e_lumo_ev": [-0.12, -0.45],
  "e_homo_ha": [-0.2914, -0.3055],
  "orbital_gap_ev": [7.8, 7.9],
  "energy_ha": -343.0127,
  "species": ["C", "C", "C", "C", "N", "O", "N", "H", "H", "H", "H", "H", "H", "H", "H", "H", "H"],
  "xyz": [[-0.09527, -0.46240, 0.72889], [-0.10383, -0.84107, -1.79792], [0.45593, 0.56039, 1.69750], [0.19930, 0.30864, -0.95146], [-1.46875, -0.65335, 0.83927], [-0.64045, 1.42349, -0.96648], [1.49919, 0.53251, -1.21373], [-0.04161, 2.18057, -0.88685], [0.45282, -1.40055, 0.73861], [-1.86391, -1.40346, 0.29001], [-2.00129, 0.20228, 0.72847], [2.06942, -0.23145, -0.86054], [-0.55277, -1.73630, -1.38955], [0.33923, -0.92345, -2.78219], [0.30137, 0.20653, 2.71934], [-0.06566, 1.51257, 1.58599], [1.51629, 0.72505, 1.52064]],
  "nbo_charge": [0.018, -0.283, -0.639, 0.253, -0.812, -0.720, -0.593, 0.484, 0.190, 0.374, 0.385, 0.333, 0.164, 0.191, 0.219, 0.213, 0.221]
}